(1)
DFT (ωB97M-V/def2-TZVPD) results for a molecular structure, C18H26CoF5N9OSTe in a non-equilibrium geometry.

Computed properties:
Electronic energy: -103889.119 eV
Spin multiplicity: 2
LUMO (spin up / spin down): -0.78 / -1.13 eV

Last column: Löwdin spin population.
Atoms and positions in Å:
Co -0.266 -0.488 0.094  -0.01
N 2.032 0.287 3.566  0.04
C 1.438 0.022 2.382  0.04
S -0.265 -0.506 2.334  0.08
N 2.239 -0.341 1.361  0.00
N 1.598 -0.579 0.254  -0.01
C 2.257 -0.784 -0.849  0.06
C 1.460 -0.802 -2.045  0.01
C 1.981 -0.932 -3.330  0.01
C 1.133 -0.836 -4.414  0.00
C -0.221 -0.601 -4.202  0.02
C -0.675 -0.508 -2.902  0.00
N 0.131 -0.635 -1.850  0.02
H 1.415 0.797 4.191  0.00
H 2.930 0.745 3.455  0.00
H 3.338 -0.811 -0.832  0.00
H 3.044 -1.083 -3.459  0.00
H 1.518 -0.923 -5.422  0.00
H -0.907 -0.473 -5.026  0.00
H -1.716 -0.318 -2.683  0.00
C -4.834 -2.786 -2.124  0.00
C -3.510 -3.347 -1.653  0.00
N -2.670 -2.243 -1.228  0.00
C -3.119 -1.116 -0.601  0.00
N -2.240 -0.296 -0.085  0.00
C -2.738 0.955 0.532  0.00
C -4.028 1.425 -0.101  0.00
C -5.036 0.305 -0.009  0.00
N -4.465 -0.894 -0.614  0.00
C -5.401 -1.941 -1.000  0.00
H -5.529 -3.581 -2.391  0.00
H -4.664 -2.154 -2.999  0.00
H -2.997 -3.872 -2.458  0.00
H -3.678 -4.064 -0.839  0.00
H -1.698 -2.442 -1.047  0.00
H -1.977 1.713 0.423  0.00
H -2.877 0.794 1.605  0.00
H -3.856 1.678 -1.151  0.00
H -4.386 2.314 0.416  0.00
H -5.955 0.541 -0.547  0.00
H -5.297 0.118 1.039  0.00
H -6.327 -1.461 -1.314  0.00
H -5.634 -2.583 -0.141  0.00
F 0.994 3.977 0.644  0.00
Te 0.711 2.342 1.544  0.17
F 2.572 2.175 0.902  0.09
F -0.998 3.236 1.598  0.01
F -0.170 1.975 3.398  0.14
F 1.734 3.279 2.909  0.08
O 0.084 1.435 0.016  0.21
C -2.042 -3.052 1.965  0.00
C -0.853 -3.431 1.156  0.00
N -0.236 -2.728 0.220  0.00
C 0.795 -3.516 -0.258  0.00
C 0.802 -4.699 0.398  0.00
N -0.250 -4.630 1.286  0.00
H -2.475 -2.131 1.584  0.00
H -1.754 -2.878 3.001  0.00
H -2.788 -3.849 1.935  0.00
H 1.447 -3.176 -1.042  0.00
H 1.441 -5.560 0.327  0.00
H -0.518 -5.343 1.943  0.00

***

(2)
DFT (ωB97M-V/def2-TZVPD) results for 3 unconnected molecules or ions with the total composition C18H26F16N3O4 in a non-equilibrium geometry.

Computed properties:
Net charge: +1
Electronic energy: -75219.527 eV
LUMO: -4.24 eV

Last column: Löwdin charge in e.
Atoms and positions in Å:
C -0.456 1.012 2.128  -0.05
C -0.090 1.248 0.663  -0.24
O -0.640 0.260 -0.197  -0.12
C 0.255 -0.669 -0.754  -0.20
C -0.160 -2.080 -0.393  -0.16
O -0.171 -2.225 1.023  -0.11
C 0.629 -3.242 1.540  -0.16
C 2.038 -2.790 2.013  -0.21
C 3.163 -3.627 1.345  -0.06
N 4.271 -2.619 1.354  0.14
C 3.607 -1.486 1.050  -0.36
N 3.980 -0.667 0.083  0.26
N 2.438 -1.371 1.813  0.14
H -0.942 1.890 2.531  0.04
H -1.092 0.140 2.224  0.08
H 0.422 0.838 2.749  0.06
H 0.986 1.358 0.527  0.10
H -0.541 2.193 0.366  0.11
H 0.262 -0.565 -1.841  0.12
H 1.275 -0.519 -0.397  0.09
H 0.538 -2.758 -0.876  0.09
H -1.144 -2.267 -0.816  0.14
H 0.755 -4.059 0.825  0.13
H 0.116 -3.644 2.409  0.13
H 2.081 -2.973 3.083  0.15
H 2.901 -3.789 0.303  0.12
H 3.371 -4.550 1.865  0.14
H 5.015 -2.753 0.668  0.16
H 4.328 -1.067 -0.777  0.15
H 3.990 0.339 0.183  0.15
H 2.700 -0.959 2.705  0.16
C -2.085 5.302 4.456  -0.04
C -0.921 4.819 3.573  -0.44
C 0.355 5.665 3.540  -0.31
F 0.125 6.883 3.026  0.11
F 1.262 5.039 2.746  0.09
F -1.359 4.601 2.315  0.13
F -0.530 3.608 4.076  0.08
O -3.152 5.975 3.815  0.05
C -3.149 7.338 3.628  -0.54
C -3.233 7.691 2.139  -0.29
F -2.161 7.202 1.483  0.10
F -3.237 9.034 2.009  0.11
F -2.096 7.930 4.221  0.15
F -4.265 7.826 4.209  0.15
H -2.541 4.387 4.831  0.15
H -1.727 5.846 5.330  0.15
H 0.780 5.764 4.543  0.17
H -4.143 7.275 1.703  0.18
C -0.168 -3.060 -5.968  -0.04
C 0.385 -2.697 -4.579  -0.44
C 1.248 -3.733 -3.855  -0.29
F 0.567 -4.849 -3.566  0.11
F 1.646 -3.183 -2.664  0.05
F -0.619 -2.308 -3.766  0.13
F 1.207 -1.620 -4.754  0.10
O -1.513 -3.492 -6.033  0.05
C -1.862 -4.816 -5.892  -0.54
C -2.808 -5.012 -4.702  -0.28
F -2.199 -4.637 -3.556  0.09
F -3.124 -6.320 -4.607  0.11
F -0.783 -5.618 -5.803  0.15
F -2.542 -5.176 -6.997  0.16
H -0.166 -2.120 -6.517  0.15
H 0.503 -3.730 -6.507  0.15
H 2.135 -3.991 -4.437  0.18
H -3.716 -4.421 -4.838  0.18

***

(3)
DFT (ωB97M-V/def2-TZVPD) results for C18H26F3N5O2 in the gas phase.

Computed properties:
SMILES string: CNc1nc(NCCO[C@]23C[C@H]4C[C@H](C[C@H](C4)C2)C3)nc(OCC(F)(F)F)n1
Electronic energy: -38788.838 eV
LUMO: 0.64 eV

Last column: Löwdin charge in e.
Atoms and positions in Å:
C -4.933 -4.254 -0.041  -0.08
N -4.893 -2.993 0.647  0.01
C -3.993 -2.033 0.412  -0.41
N -3.018 -2.252 -0.469  0.18
C -2.163 -1.244 -0.628  -0.38
N -2.232 -0.075 0.024  0.20
C -3.247 0.021 0.864  -0.41
N -4.147 -0.901 1.121  0.20
O -3.385 1.170 1.557  0.03
C -2.473 2.183 1.240  -0.07
C -2.760 2.812 -0.138  -0.60
F -1.743 2.663 -0.995  0.13
F -3.846 2.315 -0.725  0.16
F -2.955 4.140 -0.034  0.13
H -2.597 2.953 2.006  0.14
H -1.445 1.804 1.225  0.13
N -1.185 -1.413 -1.531  0.07
H -1.112 -2.341 -1.918  0.14
C -0.082 -0.502 -1.687  -0.15
H -0.443 0.512 -1.515  0.11
H 0.301 -0.575 -2.707  0.13
C 1.056 -0.801 -0.700  -0.20
H 0.675 -0.687 0.325  0.12
O 2.089 0.112 -0.969  -0.09
C 3.355 -0.092 -0.337  -0.45
C 3.254 -0.212 1.187  -0.07
C 4.658 -0.292 1.788  -0.29
C 5.448 0.966 1.434  -0.12
C 5.558 1.081 -0.085  -0.29
C 6.280 -0.145 -0.643  -0.12
C 5.488 -1.402 -0.285  -0.29
C 5.380 -1.520 1.235  -0.12
H 4.831 -2.427 1.501  0.12
H 6.377 -1.593 1.674  0.12
C 4.087 -1.323 -0.891  -0.07
H 4.143 -1.244 -1.978  0.13
H 3.535 -2.233 -0.644  0.12
H 6.002 -2.283 -0.685  0.14
H 6.373 -0.060 -1.727  0.12
H 7.286 -0.209 -0.223  0.12
C 4.160 1.164 -0.689  -0.07
H 4.211 1.252 -1.775  0.13
H 3.627 2.038 -0.311  0.13
H 6.118 1.986 -0.345  0.14
H 4.946 1.847 1.838  0.12
H 6.445 0.914 1.878  0.12
H 4.575 -0.377 2.878  0.14
H 2.720 0.655 1.582  0.13
H 2.693 -1.110 1.457  0.12
H 1.390 -1.840 -0.832  0.12
H -5.620 -2.759 1.304  0.14
H -4.887 -5.080 0.672  0.08
H -5.848 -4.347 -0.631  0.08
H -4.071 -4.295 -0.703  0.07

***

(4)
DFT (ωB97M-V/def2-TZVPD) results for a molecular structure, C18H26FN5O3 in a non-equilibrium geometry.

Computed properties:
Electronic energy: -35377.762 eV
LUMO: -0.42 eV

Last column: Löwdin charge in e.
Atoms and positions in Å:
C -5.200 -1.307 -1.963  -0.15
H -4.763 -2.347 -1.953  0.10
H -4.241 -0.603 -2.358  0.13
C -5.815 -0.869 -0.757  -0.25
C -4.874 -1.192 0.271  -0.41
O -4.991 -2.096 1.179  0.00
N -4.090 -0.154 0.819  0.03
C -3.736 1.152 -0.281  0.02
H -4.473 1.254 -1.076  0.07
C -2.252 0.967 -0.722  -0.20
N -1.405 1.072 0.394  -0.06
C -0.192 1.511 0.213  -0.23
C 1.056 0.441 0.455  0.17
C 2.374 1.162 0.511  -0.15
N 3.406 0.269 0.646  -0.06
C 3.218 -0.986 1.623  -0.01
H 4.184 -1.179 2.227  0.15
C 3.265 -2.207 0.619  -0.04
N 4.205 -1.717 -0.697  -0.21
C 4.436 -2.953 -1.267  -0.17
H 4.933 -2.702 -2.386  0.14
H 3.441 -3.442 -1.504  0.11
H 5.113 -3.570 -0.763  0.05
C 5.163 -0.935 -0.099  -0.27
H 5.884 -0.721 -1.379  0.22
C 4.777 0.432 0.087  -0.16
H 5.428 0.750 0.729  0.06
H 4.592 1.143 -0.852  0.18
H 5.739 -1.452 0.665  0.12
H 2.326 -2.429 0.262  0.08
H 3.707 -2.926 1.020  0.02
H 2.358 -0.973 1.985  0.00
C 2.546 2.463 0.093  -0.35
C 1.426 3.110 -0.185  0.05
C 0.101 2.711 -0.010  -0.13
N -0.839 3.963 -0.016  -0.22
O -0.576 4.857 -0.701  0.14
O -1.977 3.525 0.696  -0.05
H 1.590 4.319 -0.397  0.20
F 3.640 3.095 0.079  0.15
H 0.951 -0.496 0.938  0.04
C -1.764 -0.225 1.416  -0.05
H -1.026 -0.387 2.043  0.04
C -3.098 -0.312 1.758  -0.26
H -3.422 -1.000 2.229  0.03
H -2.949 0.651 2.359  0.18
H -1.467 -1.330 0.626  0.20
H -1.923 1.735 -1.284  0.08
H -2.199 0.209 -1.455  0.11
H -3.894 2.096 0.515  0.16
H -6.707 -1.417 -0.553  0.12
H -6.186 0.239 -0.857  0.16
H -5.801 -1.199 -2.945  0.10

***

Look up the electronic energy of the first one.
-103889.119 eV